The following is a quantum chemistry calculation of the molecule C17H21F2N3O5S, from the Open Molecules 2025 dataset.

Each atom is followed by the atoms it is bonded to, with distances in Å.
Element x y z (Å)
1 O 5.7865 -3.3697 -2.5095  C11 1.206
2 F -1.4480 1.4511 7.1788  C19 1.368
3 F -2.0756 -0.3886 6.1502  C19 1.362
4 N -4.0662 0.6579 3.5729  C12 1.316, C17 1.373
5 N -2.7614 1.1610 0.2290  C13 1.346, C14 1.317
6 O 4.1358 -3.8276 -3.9446  C11 1.333, H29 0.987
7 O -3.2944 2.1863 5.1623  C12 1.367, C20 1.448
8 O -3.0200 -0.0946 -1.7973  C13 1.394, C21 1.430
9 O 2.4560 0.0485 -2.3894  C24 1.432, C27 1.422
10 S -2.4257 2.4868 2.5995  C12 1.755, C14 1.749
11 C 4.7048 -3.1108 -2.9756  O1 1.206, O6 1.333, N18 1.386
12 C -3.3412 1.7119 3.8810  N4 1.316, O7 1.367, S10 1.755
13 C -3.2466 0.0960 -0.4350  N5 1.346, O8 1.394, C15 1.384
14 C -3.0983 1.3099 1.4936  N5 1.317, S10 1.749, C17 1.413
15 C -4.0399 -0.8517 0.1887  C13 1.384, C16 1.414, H30 1.081
16 C -4.3934 -0.7176 1.5514  C15 1.414, C17 1.406, H31 1.083
17 C -3.8668 0.3893 2.2408  N4 1.373, C14 1.413, C16 1.406
18 N 3.9803 -2.0344 -2.4879  C11 1.386, C28 1.464, H32 1.019
19 C -2.5098 0.6180 6.9576  F2 1.368, F3 1.362, C20 1.556, H33 1.071
20 C -3.6943 1.3787 6.2954  O7 1.448, C19 1.556, H34 1.099, H35 1.087
21 C -2.1063 0.7687 -2.4790  O8 1.430, C25 1.552, H36 1.120, H37 1.104
22 C 0.1886 0.1684 -1.2955  C24 1.528, C25 1.509, H38 1.078, H39 1.088
23 C 0.3365 0.9737 -3.2618  C24 1.524, C25 1.521, H40 1.100, H41 1.112
24 C 1.3037 0.8446 -2.0911  O9 1.432, C22 1.528, C23 1.524, H42 1.104
25 C -0.6913 0.1322 -2.5208  C21 1.552, C22 1.509, C23 1.521, H43 1.106
26 C 5.6155 -0.1072 -2.4250  C28 1.559, H44 1.119, H45 1.106, H46 1.069
27 C 3.4037 -0.0190 -1.3317  O9 1.422, C28 1.512, H47 1.092, H48 1.099
28 C 4.5419 -0.9534 -1.6759  N18 1.464, C26 1.559, C27 1.512, H49 1.087
29 H 4.7984 -4.5379 -4.1197  O6 0.987
30 H -4.4008 -1.6551 -0.4372  C15 1.081
31 H -5.0244 -1.4427 2.0507  C16 1.083
32 H 3.1661 -1.7787 -3.0451  N18 1.019
33 H -2.8382 0.1690 7.8731  C19 1.071
34 H -4.4825 0.6591 6.0353  C20 1.099
35 H -4.0694 1.9906 7.1117  C20 1.087
36 H -2.0732 1.7822 -2.0023  C21 1.120
37 H -2.4299 0.8948 -3.5268  C21 1.104
38 H 0.4020 -0.8207 -0.9235  C22 1.078
39 H -0.2078 0.7775 -0.4856  C22 1.088
40 H 0.6767 0.5390 -4.2128  C23 1.100
41 H 0.0424 2.0267 -3.4674  C23 1.112
42 H 1.5761 1.8438 -1.7074  C24 1.104
43 H -0.7939 -0.9045 -2.8923  C25 1.106
44 H 5.1301 0.3628 -3.3171  C26 1.119
45 H 6.4549 -0.7601 -2.7303  C26 1.106
46 H 6.0170 0.6737 -1.8161  C26 1.069
47 H 2.9374 -0.3954 -0.4188  C27 1.092
48 H 3.7729 0.9898 -1.1004  C27 1.099
49 H 4.9721 -1.3224 -0.7488  C28 1.087

Computed properties:
E_HOMO (eV): -8.445
DFT total energy (eV): -48947.22564
Structure (SMILES): C[C@@H](CO[C@H]1C[C@H](COc2ccc3nc(OCC(F)F)sc3n2)C1)NC(=O)O